Density functional theory data (ωB97M-V/def2-TZVPD) for C11H21ClF2NNaOP2Si as an isolated structure.

## Properties
LUMO level = -0.2 eV
Spin multiplicity = 1
Total charge = 0

```
41
Properties=species:S:1:pos:R:3:forces:R:3
C 0.55940 2.43894 2.77174 -0.8 -0.4 -0.8
Si 0.55185 1.02959 1.48837 0.2 0.8 0.6
C 0.39136 -0.55287 2.51120 -0.5 0.1 0.5
C 2.11462 1.18270 0.45177 0.3 -0.1 1.0
C 2.77770 -0.19012 0.21625 0.4 1.2 -1.6
C 2.09969 -0.80505 -1.02954 0.8 -1.5 0.8
F 1.75955 0.15054 -1.96396 0.0 -0.2 0.1
F 3.08216 -1.56698 -1.64805 -0.3 0.4 -0.2
P 0.61346 -1.96749 -0.56196 3.1 0.0 -0.5
O 1.60745 -3.38209 -0.74294 -0.8 0.3 0.2
Cl -1.11679 -3.25852 0.09477 -1.2 -0.5 0.4
P -0.00875 -2.27338 -2.67662 -1.4 0.5 -0.3
N -1.08018 -1.16565 -3.13426 0.0 -0.2 0.5
C -0.97695 1.30331 0.39358 -1.2 -0.4 1.8
C -0.91263 1.70521 -0.92741 0.2 0.5 -0.6
C -2.05061 1.93004 -1.69434 0.3 0.1 0.6
C -3.28825 1.76275 -1.09541 -0.7 0.3 -1.0
C -3.43633 1.34594 0.21379 1.0 -0.2 1.4
C -2.27016 1.09698 1.00115 0.0 1.3 -1.4
H 0.46845 3.37854 2.21033 0.3 0.0 0.3
H 1.43992 2.40322 3.41942 -0.2 0.2 -0.1
H -0.37315 2.33935 3.34905 0.4 0.1 0.1
H 1.30553 -1.14943 2.53667 -0.2 0.1 0.0
H 0.15379 -0.29260 3.55534 0.1 0.1 -0.3
H -0.43742 -1.19923 2.18294 0.4 0.0 0.0
H 2.81573 1.83542 0.99742 -0.3 -0.2 0.1
H 1.94226 1.71186 -0.49187 0.0 -0.3 0.2
H 3.83637 -0.03173 -0.04643 -0.3 -0.1 -0.1
H 2.80901 -0.86291 1.07605 -0.4 0.1 -0.2
H -0.23465 -0.79636 -0.44669 0.2 -0.4 -0.2
H 0.99019 -1.95126 0.79780 -0.4 0.0 -0.3
H 1.41222 -3.90459 0.04544 0.2 -0.2 -0.2
H 1.16101 -2.32935 -3.47183 -0.1 -0.2 0.2
H -0.64664 -3.53626 -2.73863 0.8 -0.1 0.0
H -1.93019 -1.66674 -3.38265 0.0 0.2 -0.2
H 0.05438 1.87270 -1.39620 -0.2 -0.2 0.1
H -1.95616 2.27491 -2.71967 -0.1 -0.2 0.2
H -4.16410 1.99828 -1.69910 0.0 -0.2 0.2
H -4.42471 1.24381 0.66013 0.2 0.0 -0.1
H -2.37474 0.78052 2.03964 0.1 0.1 -0.2
Na -2.26368 -0.90200 -0.14530 -0.1 -1.0 -1.0
```
Positions in Å, forces in eV/Å.

natural (NBO) population analysis, charges in e, atoms 1 to 4: -1.101, 1.673, -1.136, -0.900

---

Density functional theory data (ωB97M-V/def2-TZVPD) for C16H38N2NbO5P as an isolated structure.

## Properties
LUMO level (spin up / spin down) = 2.5 / 2.5 eV
Spin multiplicity = 2
Total charge = -1
<S²> = 0.754

```
63
Properties=species:S:1:pos:R:3:forces:R:3
C 5.05617 3.16244 1.97668 0.0 0.1 0.0
C 5.67788 2.54253 0.72964 0.0 -0.1 0.0
C 4.70153 2.02147 -0.32265 0.0 0.0 -0.1
C 3.75519 0.91050 0.11613 0.3 0.2 0.2
N 2.75474 1.35616 1.09925 -1.1 -0.5 -0.7
Nb 0.97240 2.24584 0.64364 1.6 0.3 0.2
C -1.25681 2.65409 0.38701 -0.4 -0.3 0.4
C -2.22219 1.63584 0.84278 0.0 -0.1 -0.3
O -2.50304 1.30755 1.97921 0.0 0.3 0.0
C 1.58914 4.27953 -0.29781 -0.3 0.1 -0.1
P 0.68493 5.76106 -0.02230 -0.2 0.4 -0.3
O 0.16719 6.09668 1.30560 0.1 -0.1 0.0
O 1.61679 6.96123 -0.65575 -0.1 0.0 0.0
O -0.51105 5.77740 -1.11260 -0.1 -0.1 0.3
H 4.22001 3.81589 1.72631 0.0 0.1 0.0
H 5.80494 3.74985 2.51124 0.0 0.0 0.1
H 4.64957 2.41750 2.65624 0.0 -0.1 0.0
H 6.31353 3.28977 0.24570 0.0 0.0 0.0
H 6.34676 1.72357 1.01650 0.0 0.0 0.1
H 5.29105 1.61961 -1.15370 0.0 0.1 -0.1
H 4.12319 2.85264 -0.73726 -0.1 0.0 0.0
H 4.36216 0.10732 0.55167 0.0 0.0 0.0
H 3.27793 0.49859 -0.77649 -0.1 0.0 0.0
H 2.54873 0.57525 1.71293 0.2 0.1 0.3
H 0.83932 1.42964 -1.04692 -0.2 -0.1 0.0
H 0.25520 0.70774 1.28722 0.0 0.2 -0.1
H 0.81718 2.98353 2.32823 -0.4 -0.2 0.1
H -1.45483 3.60150 0.89973 0.2 0.0 0.1
H -1.36514 2.77603 -0.69372 0.0 0.2 0.0
H -2.76739 1.12508 0.01070 0.2 -0.1 0.0
H 1.61662 4.13562 -1.38325 0.1 -0.1 0.0
H 2.61479 4.43207 0.05899 0.0 -0.1 0.1
H 2.53342 6.68383 -0.70056 0.1 0.0 0.0
H -0.18020 5.81014 -2.01267 0.1 0.0 -0.1
C -1.23539 -4.85848 0.68043 0.1 0.0 0.0
C -1.70913 -3.40698 0.66283 0.1 0.0 -0.2
C -3.13631 -3.27120 1.20277 0.0 0.0 0.0
C -4.18884 -3.86163 0.26776 0.0 0.0 0.0
C -4.09266 -3.24958 -1.12899 0.0 0.0 0.0
C -2.68645 -3.31451 -1.74348 0.2 0.0 0.0
N -1.69673 -2.82506 -0.72720 -0.5 -0.1 0.4
O -1.57418 -1.55805 -0.71552 0.2 0.3 -0.3
C -2.35782 -4.72612 -2.22331 0.1 0.0 0.0
C -2.59071 -2.37583 -2.94087 -0.1 -0.1 -0.1
C -0.74353 -2.57917 1.50555 -0.1 -0.1 0.1
H -1.00285 -5.11996 1.71353 0.0 0.0 0.0
H -1.97449 -5.57035 0.32461 0.0 0.0 0.0
H -0.32800 -4.97199 0.08599 0.0 0.0 0.0
H -3.33887 -2.20656 1.34936 0.0 0.0 0.0
H -3.17446 -3.74586 2.18750 -0.1 0.0 0.0
H -4.09740 -4.95126 0.21756 0.0 0.0 0.0
H -5.18217 -3.65865 0.67298 0.0 0.0 0.0
H -4.78106 -3.74872 -1.81802 -0.1 0.0 0.0
H -4.39294 -2.19951 -1.07766 0.1 0.0 0.0
H -1.30856 -4.79114 -2.51445 0.0 0.0 0.0
H -2.97347 -4.93982 -3.09821 0.0 0.0 0.0
H -2.55903 -5.49637 -1.48591 0.0 0.0 0.0
H -2.89131 -1.36633 -2.68099 0.0 0.0 0.0
H -3.24485 -2.75959 -3.72815 0.0 0.0 0.0
H -1.56862 -2.33499 -3.31709 0.0 0.0 0.0
H 0.25931 -2.60745 1.07764 0.0 0.0 0.0
H -0.71269 -3.01323 2.50804 0.0 0.0 0.0
H -1.04647 -1.53912 1.57359 0.0 0.0 0.0
```
Positions in Å, forces in eV/Å.

natural (NBO) population analysis, charges in e, atoms 1 to 4: -0.606, -0.390, -0.396, -0.222

---

Density functional theory data (ωB97M-V/def2-TZVPD) for one molecule with the formula C5H8O2.

## Properties
LUMO level = 0.9 eV
SMILES = O=CCC1(O)CC1
Spin multiplicity = 1
Relative energy (zero: lowest compared OMol25 entry of this formula, charge and spin) = 77.51 kcal per mole
Total charge = 0

```
15
Properties=species:S:1:pos:R:3:forces:R:3
O 2.11062 1.38250 -0.14879 0.1 -0.4 0.3
C 2.03813 0.41430 0.56835 0.1 0.4 -0.2
C 0.80774 -0.44107 0.70203 0.1 0.1 -0.1
C -0.20767 -0.25413 -0.40545 -0.2 -0.3 0.3
O 0.20782 -0.88193 -1.58420 0.0 0.0 -0.3
C -1.59262 -0.45418 0.03445 0.4 -0.9 0.6
C -0.97671 1.00894 -0.45596 -1.1 -0.6 0.9
H 2.89702 0.11323 1.20503 0.0 0.1 -0.1
H 0.36615 -0.24308 1.69133 0.1 0.0 -0.2
H 1.09662 -1.50073 0.71149 0.0 0.2 0.0
H 0.15727 -0.21233 -2.27566 0.1 -0.1 0.0
H -1.89347 -0.56524 1.06197 0.3 -0.3 0.2
H -2.18957 -0.98304 -0.71337 -0.2 0.6 0.3
H -2.04294 0.91528 -0.74782 0.7 1.4 -1.6
H -0.77838 1.70149 0.35661 -0.3 -0.1 0.0
```
Positions in Å, forces in eV/Å.

natural (NBO) population analysis, charges in e, atoms 1 to 4: -0.514, 0.447, -0.518, 0.210

---

Density functional theory data (ωB97M-V/def2-TZVPD) for one molecule with the formula C8H7NO2.

## Properties
LUMO level = 0.3 eV
SMILES = O=C[C@H]1ON1c1ccccc1
Spin multiplicity = 1
Relative energy (zero: lowest compared OMol25 entry of this formula, charge and spin) = 118.17 kcal per mole
Total charge = 0

```
18
Properties=species:S:1:pos:R:3:forces:R:3
O 4.15177 -1.24472 0.31189 -0.1 -0.2 0.2
C 3.91734 -0.20305 -0.23910 0.6 -0.1 1.0
C 2.85710 0.68826 0.29962 -1.1 -2.1 -4.0
O 2.34663 1.72057 -0.39444 -0.5 3.1 -0.5
N 1.68966 0.53133 -0.71916 3.1 -2.3 0.2
C 0.40600 0.22349 -0.29530 -1.3 0.7 0.0
C -0.47377 1.28125 -0.12378 -0.9 -0.9 -0.5
C -1.84280 1.02420 0.04301 -0.4 0.2 0.1
C -2.25168 -0.29934 0.10758 -1.1 -1.4 2.8
C -1.29363 -1.35508 0.16671 -3.8 0.1 -1.8
C -0.05166 -1.12064 -0.31392 2.4 -1.1 2.4
H 4.49947 0.09818 -1.08504 0.2 0.5 -1.1
H 2.67933 0.65517 1.28874 -0.8 -0.2 3.4
H -0.11550 2.26428 -0.30571 0.3 0.7 0.2
H -2.56120 1.86740 0.15037 0.6 -0.8 -0.2
H -3.26138 -0.67975 0.53444 1.4 1.4 -1.3
H -1.81101 -2.36029 0.28845 1.5 1.1 0.0
H 0.59711 -2.02835 -0.16497 0.1 1.3 -1.0
```
Positions in Å, forces in eV/Å.

natural (NBO) population analysis, charges in e, atoms 1 to 4: -0.503, 0.395, 0.120, -0.332

---

Density functional theory data (ωB97M-V/def2-TZVPD) for a 6-piece molecular cluster, C33H62F3N9O3S overall.

## Properties
LUMO level = -6.8 eV
Spin multiplicity = 1
Relative energy (zero: lowest compared OMol25 entry of this formula, charge and spin) = 95.27 kcal per mole
Total charge = +4

```
111
Properties=species:S:1:pos:R:3:forces:R:3
C -20.59972 9.30648 1.10579 4.7 -0.4 -1.6
F -19.97198 9.20301 2.31383 -1.2 0.2 -0.3
F -21.64109 8.52587 1.03509 -1.4 0.1 0.6
F -20.85491 10.59495 0.86139 -0.8 -0.4 0.5
S -19.30368 8.65856 -0.23107 -0.7 -0.7 -0.2
O -20.10356 8.80084 -1.46245 0.5 -0.5 1.1
O -18.16370 9.57937 -0.19838 -0.8 -0.9 0.5
O -19.05725 7.24069 0.20926 -0.3 2.5 -0.6
C -27.11685 7.52152 -5.65026 -1.0 -0.7 1.0
C -26.94548 8.11484 -4.21899 0.3 0.8 -2.2
N -26.36131 7.11175 -3.36466 -0.2 -0.5 2.6
C -26.99912 6.05785 -2.69068 -0.3 -0.7 -0.4
C -26.06624 5.25964 -2.04878 -0.5 2.9 -1.1
N -24.90556 5.95797 -2.25021 2.1 1.2 -0.8
C -25.09397 7.14187 -2.96613 -0.3 -3.5 0.9
C -23.55584 5.40755 -1.89496 -0.8 0.6 0.4
H -26.21115 7.04542 -6.02593 0.2 0.6 -0.1
H -27.60373 8.20125 -6.34955 0.5 0.2 0.1
H -27.80952 6.68498 -5.55801 -0.2 -0.1 0.0
H -27.84461 8.59153 -3.82856 -0.1 -0.6 0.2
H -26.21725 8.92010 -4.31565 0.1 0.0 0.3
H -28.07501 5.96617 -2.71221 0.1 -0.1 -0.3
H -26.10061 4.42653 -1.36238 -0.2 0.0 -0.4
H -24.36651 7.91882 -3.14928 0.1 -0.3 -0.2
H -23.46029 5.55445 -0.81914 0.5 0.1 -0.1
H -22.80452 5.93835 -2.47966 0.0 -0.1 0.3
H -23.50999 4.33753 -2.09758 -0.2 0.2 -0.2
C -19.21289 1.20569 4.50184 0.5 0.4 0.5
C -20.60338 0.62654 4.67458 -1.2 0.3 -0.2
N -20.69004 -0.36915 5.74867 -0.7 -1.4 2.8
C -20.82827 -1.75868 5.60203 0.7 0.5 1.1
C -20.74038 -2.32216 6.87088 0.0 -0.5 -1.4
N -20.62578 -1.35110 7.78011 -1.3 5.5 -2.5
C -20.67250 -0.10588 7.10164 0.5 -3.0 -1.2
C -20.35016 -1.36615 9.18396 1.7 -1.4 0.2
H -18.47807 0.50699 4.10190 -0.2 0.0 -0.2
H -18.82424 1.54816 5.46089 -0.1 -0.4 0.4
H -19.16870 2.16627 3.98858 -0.5 -0.4 -0.7
H -21.10257 0.16939 3.82023 0.8 -0.3 -0.4
H -21.35912 1.38277 4.88687 0.3 0.4 0.5
H -20.92148 -2.23613 4.63780 0.1 0.1 0.1
H -20.67342 -3.34787 7.20230 -0.2 0.0 -0.3
H -20.66583 0.87899 7.54479 0.2 -0.2 0.1
H -20.10320 -2.41721 9.33359 -0.4 0.0 0.9
H -21.10255 -0.95882 9.85932 0.0 -0.1 -0.4
H -19.36764 -0.89584 9.22338 -0.2 0.4 0.8
C -12.95972 13.51875 -4.94256 -1.3 -0.2 -0.4
C -14.46633 13.22321 -4.87085 1.1 -0.2 -0.3
N -15.12827 14.08263 -3.89724 0.0 1.0 0.9
C -14.93504 15.46979 -3.71385 -3.6 0.2 0.7
C -16.07924 15.92869 -2.99460 1.5 -3.0 -0.5
N -16.80927 14.76237 -2.63352 3.3 -1.1 -1.4
C -16.16046 13.64821 -3.19312 -1.3 3.2 0.6
C -17.93886 14.61454 -1.76574 -1.7 -0.1 0.4
H -12.84391 14.43858 -5.51580 0.6 0.0 0.4
H -12.51770 12.68891 -5.49400 0.3 0.2 0.1
H -12.61414 13.53384 -3.90891 0.5 0.3 -0.3
H -14.55637 12.17745 -4.57693 -0.5 0.1 0.2
H -14.98015 13.38654 -5.81816 0.1 -0.1 -0.1
H -14.22013 16.09575 -4.22715 0.1 -0.5 0.0
H -16.41342 16.91464 -2.70716 0.2 -0.1 0.1
H -16.50476 12.62501 -3.16279 0.0 0.1 0.2
H -17.90659 13.70593 -1.16451 0.4 -0.1 -0.3
H -18.81719 14.55465 -2.40843 -0.2 0.1 0.2
H -18.09209 15.41087 -1.03740 0.4 0.3 -0.4
C -14.66450 4.91605 5.59010 0.3 -0.1 -0.6
C -14.08337 5.39369 4.23244 -0.8 -0.3 0.0
N -14.31934 4.38546 3.09353 -0.7 -1.1 -3.1
C -13.99264 3.03613 3.04532 0.0 -0.5 -1.3
C -14.35302 2.49178 1.78490 0.1 0.7 2.2
N -15.07345 3.43020 1.09817 3.0 3.5 3.7
C -14.86115 4.63579 1.82997 -1.2 -1.5 1.5
C -15.64744 3.34312 -0.21223 -0.5 0.8 -0.2
H -14.12732 4.02748 5.92171 -0.4 -0.3 -0.1
H -15.74577 4.78982 5.53508 0.1 -0.4 -0.1
H -14.51385 5.61889 6.40950 0.3 0.4 -0.4
H -13.01855 5.60360 4.33340 -0.1 -0.2 -0.4
H -14.60637 6.29323 3.90777 0.2 0.0 -0.1
H -13.48598 2.56421 3.87417 0.0 0.0 -0.2
H -14.05078 1.57908 1.29296 -0.3 -0.2 0.4
H -15.28614 5.60777 1.62736 -0.1 -0.1 -0.5
H -16.62210 2.86262 -0.12710 0.2 -0.2 -0.2
H -14.96163 2.84292 -0.89602 -0.2 0.1 0.0
H -15.83332 4.38844 -0.45895 0.0 -0.2 -0.7
C -32.05221 11.75806 6.66068 0.2 2.7 0.3
C -31.43076 10.49344 6.25913 1.7 -1.9 -0.3
C -29.86648 10.53100 6.45885 0.1 -0.9 1.4
N -28.99477 9.18974 6.45280 1.1 -0.1 -0.1
C -29.45327 8.10349 7.52808 0.1 1.4 -1.2
C -27.48254 9.58602 6.71934 0.5 0.3 0.8
C -26.53571 8.88710 5.71371 -2.1 0.6 0.2
C -27.46442 8.91993 4.46429 -0.2 -0.3 1.5
C -28.89591 8.66487 5.01715 0.1 -0.7 -0.4
H -31.34634 12.39768 7.19052 0.2 0.2 0.1
H -32.88708 11.71111 7.35989 -0.2 -0.3 -0.5
H -32.26916 12.29344 5.73632 -0.6 0.4 0.4
H -31.69110 10.35366 5.20993 0.0 -0.8 0.2
H -31.85822 9.75977 6.94257 0.3 -0.7 -0.5
H -29.72892 10.88847 7.47933 0.1 0.0 0.1
H -29.25752 11.19916 5.84988 -0.6 0.0 -0.4
H -30.53498 7.99076 7.45524 0.2 0.1 0.0
H -29.15930 8.48977 8.50402 -0.1 0.0 -0.1
H -28.97879 7.13990 7.34246 0.2 0.3 -0.2
H -27.18930 9.34823 7.74186 -0.5 -0.1 0.1
H -27.36285 10.66733 6.65195 -0.5 0.0 -0.2
H -26.30990 7.91722 6.15695 0.0 -0.3 -0.7
H -25.61102 9.43139 5.52187 -0.1 0.1 0.3
H -27.10629 8.17442 3.75432 -0.5 0.4 -0.4
H -27.54268 9.94305 4.09659 0.8 -0.1 -0.5
H -29.11415 7.59708 4.99949 -0.2 0.1 0.2
H -29.62304 9.20469 4.41055 -0.1 -0.3 0.1
```
Positions in Å, forces in eV/Å.

Löwdin population analysis, charges in e, atoms 1 to 4: -0.660, 0.080, 0.136, 0.120

---

Density functional theory data (ωB97M-V/def2-TZVPD) for one molecule with the formula C12H11BO2.

## Properties
LUMO level = 0.5 eV
SMILES = OB1/C=C/C=C\C=C\Oc2ccccc21
Spin multiplicity = 1
Relative energy (zero: lowest compared OMol25 entry of this formula, charge and spin) = 138.86 kcal per mole
Total charge = 0

```
26
Properties=species:S:1:pos:R:3:forces:R:3
O -0.34167 -2.49555 -1.23804 1.2 -3.3 -2.0
B -0.16692 -1.63568 -0.26279 0.0 2.8 0.2
C 1.20284 -1.43892 0.45741 0.3 -0.8 -0.2
C 2.23564 -0.96142 -0.24082 -1.7 -1.4 0.5
C 3.37392 -0.19372 0.20915 1.7 -2.6 1.6
C 3.29486 1.10051 0.06689 1.8 3.1 -0.3
C 2.02847 1.58092 -0.60111 -2.0 0.0 2.8
C 0.78146 1.55086 0.00999 1.8 1.3 -1.7
O -0.38636 1.70044 -0.77908 3.1 -0.5 0.4
C -1.37608 0.84093 -0.43046 -1.4 -0.1 0.3
C -2.53979 1.54448 -0.30946 -0.9 3.1 0.4
C -3.75411 1.04678 0.07774 0.8 -2.7 0.0
C -3.80979 -0.34172 0.29629 1.2 -0.6 -0.7
C -2.62199 -1.13034 0.09705 -1.4 -0.6 0.2
C -1.39953 -0.53691 -0.23819 1.5 -1.5 0.7
H 0.41328 -3.15476 -1.39553 -1.6 1.4 0.6
H 1.35051 -1.60536 1.48540 -0.2 0.5 1.6
H 2.05201 -1.05610 -1.27331 0.2 0.6 -1.6
H 4.21447 -0.78860 0.70501 -0.9 1.3 -0.9
H 4.27802 1.75991 0.22351 -2.6 -1.2 -0.1
H 2.09570 1.67224 -1.65210 -0.3 0.2 -1.1
H 0.54773 1.61569 1.09958 0.6 -0.6 -0.9
H -2.42176 2.65785 -0.39702 -0.2 -1.2 -0.2
H -4.63089 1.62009 0.19244 -0.7 0.8 0.1
H -4.77126 -0.78906 0.51086 0.1 -0.2 0.2
H -2.60394 -2.29385 0.14740 -0.5 2.3 0.1
```
Positions in Å, forces in eV/Å.

natural (NBO) population analysis, charges in e, atoms 1 to 4: -0.853, 0.954, -0.540, -0.166

---

Among the records above, which one has the lowest total charge?
C16H38N2NbO5P